# 1
Entry from the OMol25 dataset: a cluster of 13 separate species, BF4H24O12 in total (wB97M-V/def2-TZVPD).

Summary:
Orbital gap (spin up / spin down) ... 10.94 / 3.52 eV
Energy above the lowest of the compared OMol25 structures with the same formula, charge and spin ... 0.220 eV

The geometry in ORCA input format:
```
! wB97M-V def2-TZVPD RIJCOSX def2/J DEFGRID3
* xyz 0 2
B 0.357 -0.305 0.260
F 0.359 -0.664 1.560
F -0.834 0.329 0.113
F 1.423 0.557 0.027
F 0.465 -1.304 -0.631
O -3.738 1.874 -0.277
H -2.873 2.273 -0.185
H -3.718 1.454 -1.137
O 1.035 3.323 0.958
H 0.412 2.693 1.319
H 1.278 3.873 1.703
O -3.255 -0.340 -2.266
H -3.645 -0.985 -2.855
H -3.074 -0.826 -1.462
O 4.090 2.272 -1.024
H 4.468 2.090 -0.164
H 3.603 1.478 -1.245
O -2.960 -1.847 -0.003
H -3.234 -2.272 0.810
H -2.405 -1.121 0.281
O 2.676 -2.804 1.126
H 3.345 -2.234 0.747
H 1.849 -2.358 0.946
O 2.427 -1.289 -2.507
H 1.850 -1.003 -1.799
H 3.297 -1.324 -2.109
O -0.793 -0.625 4.050
H -0.132 -1.142 4.511
H -0.389 -0.413 3.209
O 2.159 1.177 3.043
H 1.313 1.341 3.460
H 2.089 0.286 2.700
O -0.948 -3.830 -1.778
H -0.539 -4.560 -1.314
H -1.222 -3.228 -1.086
O -1.275 2.749 -0.524
H -0.651 3.397 -0.196
H -0.859 1.905 -0.350
O -0.577 0.773 -2.869
H -1.365 0.229 -2.845
H -0.008 0.400 -2.195
*
```



# 2
Entry from the OMol25 dataset: an isolated molecule of C3H9N2O (wB97M-V/def2-TZVPD).

Summary:
Orbital gap (spin up / spin down) ... 10.31 / 7.36 eV
Energy above the lowest of the compared OMol25 structures with the same formula, charge and spin ... 1.353 eV

The geometry in ORCA input format:
```
! wB97M-V def2-TZVPD RIJCOSX def2/J DEFGRID3
* xyz 0 2
C -0.408 0.718 -0.116
N -0.058 -0.169 -1.259
C 1.442 -0.206 -1.412
O 1.996 0.979 -1.583
C -0.306 -0.030 1.224
N -1.407 -0.946 1.505
H 0.390 1.470 -0.117
H -1.452 1.004 -0.223
H -0.388 0.302 -2.089
H 1.808 -0.782 -0.557
H 1.624 -0.821 -2.329
H 0.629 -0.606 1.181
H -0.165 0.727 2.000
H -1.444 -1.202 2.482
H -2.261 -0.438 1.294
*
```



# 3
Entry from the OMol25 dataset: a structure of composition C21H48I2NO7S2 (wB97M-V/def2-TZVPD).

Summary:
Orbital gap ... 8.03 eV

The geometry in ORCA input format:
```
! wB97M-V def2-TZVPD RIJCOSX def2/J DEFGRID3
* xyz -1 1
C 5.197 2.438 0.880
C 6.455 1.993 0.097
C 6.216 0.908 -0.978
C 6.335 1.378 -2.442
C 5.045 1.272 -3.267
C 3.777 1.750 -2.542
C 3.147 3.035 -3.117
C 2.752 4.090 -2.066
C 1.316 3.971 -1.529
S 1.135 3.832 0.266
O 2.462 3.902 0.842
O 0.191 4.870 0.635
N 0.390 2.438 0.571
S 0.989 1.059 0.124
O 0.689 0.733 -1.263
O 2.342 0.800 0.571
C -0.071 -0.068 1.094
I 0.744 -2.007 0.673
C -1.571 -0.034 0.780
C -2.357 -1.260 1.302
I -2.527 1.713 1.619
H 4.977 3.498 0.721
H 5.340 2.318 1.958
H 4.296 1.890 0.590
H 6.911 2.870 -0.378
H 7.204 1.629 0.809
H 6.922 0.090 -0.811
H 5.219 0.486 -0.813
H 7.096 0.770 -2.947
H 6.712 2.408 -2.483
H 4.928 0.244 -3.627
H 5.181 1.882 -4.170
H 3.029 0.954 -2.573
H 3.968 1.906 -1.478
H 2.251 2.763 -3.686
H 3.863 3.501 -3.802
H 2.846 5.076 -2.534
H 3.456 4.080 -1.229
H 0.748 4.878 -1.748
H 0.791 3.135 -1.994
H 0.132 0.127 2.149
H -1.677 0.037 -0.304
H -1.787 -1.811 2.051
H -2.595 -1.941 0.482
H -3.300 -0.950 1.752
C -5.811 3.414 -0.276
C -6.180 1.949 -0.121
C -7.429 1.586 -0.912
O -6.338 1.606 1.253
H -6.619 4.048 0.102
H -4.906 3.637 0.288
H -5.637 3.670 -1.322
H -5.344 1.333 -0.458
H -8.285 2.166 -0.554
H -7.664 0.528 -0.792
H -7.298 1.796 -1.975
H -7.057 2.134 1.615
C -6.480 -1.822 1.505
C -6.199 -3.175 0.871
C -7.221 -4.224 1.288
O -4.876 -3.613 1.169
H -6.427 -1.900 2.595
H -5.751 -1.078 1.190
H -7.474 -1.458 1.240
H -6.213 -3.074 -0.216
H -7.188 -4.368 2.372
H -7.004 -5.181 0.814
H -8.233 -3.920 1.016
H -4.801 -3.706 2.124
C 3.822 -4.616 1.050
C 2.712 -5.301 1.830
C 3.119 -6.689 2.304
O 1.513 -5.362 1.060
H 4.067 -5.196 0.155
H 3.510 -3.620 0.735
H 4.727 -4.519 1.652
H 2.448 -4.687 2.693
H 3.345 -7.328 1.445
H 2.310 -7.154 2.867
H 4.006 -6.645 2.937
H 1.692 -5.884 0.271
*
```



# 4
Entry from the OMol25 dataset: a structure of composition C36H30BaN7O12S2 (wB97M-V/def2-TZVPD).

Summary:
Orbital gap ... 6.08 eV
Energy above the lowest of the compared OMol25 structures with the same formula, charge and spin ... 0.978 eV

The geometry in ORCA input format:
```
! wB97M-V def2-TZVPD RIJCOSX def2/J DEFGRID3
* xyz -1 1
Ba 0.635 -1.400 1.589
C -4.388 -3.429 0.942
O -4.485 -2.032 1.278
C -3.230 -1.649 1.615
N -2.323 -2.526 1.688
C -2.944 -3.815 1.328
C -2.167 -4.528 0.240
C -2.791 -5.269 -0.759
C -2.036 -5.899 -1.741
C -0.654 -5.796 -1.737
C -0.023 -5.087 -0.723
C -0.780 -4.470 0.258
C -3.075 -0.195 1.848
C -4.131 0.667 1.568
C -3.947 2.023 1.769
C -2.727 2.471 2.239
C -1.736 1.529 2.485
N -1.901 0.223 2.305
C -0.398 1.951 2.952
N 0.640 1.235 2.902
C 1.739 2.004 3.484
C 1.107 3.399 3.701
O -0.305 3.195 3.472
C 2.968 2.084 2.613
C 4.153 2.553 3.170
C 5.281 2.732 2.386
C 5.239 2.427 1.032
C 4.066 1.940 0.477
C 2.933 1.776 1.260
H -4.581 -3.522 -0.128
H -5.152 -3.967 1.504
H -2.932 -4.442 2.226
H -3.869 -5.363 -0.794
H -2.538 -6.464 -2.517
H -0.071 -6.279 -2.510
H 1.055 -5.011 -0.674
H -0.280 -3.972 1.075
H -5.061 0.268 1.195
H -4.745 2.722 1.554
H -2.521 3.518 2.403
H 2.010 1.525 4.429
H 1.460 4.106 2.953
H 1.235 3.796 4.707
H 4.198 2.763 4.233
H 6.200 3.087 2.836
H 6.123 2.546 0.420
H 4.023 1.677 -0.572
H 2.020 1.420 0.800
O 1.980 -3.600 2.050
S 2.162 -3.034 3.442
O 2.946 -3.881 4.311
O 0.766 -2.783 3.926
O 2.760 -1.671 3.221
C 1.532 6.195 -3.526
C 1.542 5.587 -2.161
C 2.268 6.046 -1.106
C 2.146 5.346 0.126
N 1.377 4.304 0.287
C 0.691 3.786 -0.774
S -0.119 2.348 -0.761
N 0.779 4.491 -1.971
C 2.938 5.785 1.319
H 2.191 7.058 -3.565
H 0.523 6.511 -3.793
H 1.864 5.467 -4.268
H 2.909 6.907 -1.201
H 0.262 4.082 -2.738
H 3.634 6.584 1.069
H 3.488 4.931 1.718
H 2.264 6.138 2.101
O 0.897 -1.153 -1.168
C -0.337 -1.162 -1.391
O -1.226 -0.662 -0.670
C -0.803 -1.981 -2.585
C -2.132 -2.378 -2.648
C -2.537 -3.222 -3.667
C -1.675 -3.659 -4.656
C -0.368 -3.221 -4.577
C 0.093 -2.409 -3.552
N 0.574 -3.665 -5.618
O 0.169 -4.466 -6.439
O 1.670 -3.147 -5.643
N -3.922 -3.712 -3.682
O -4.680 -3.302 -2.824
O -4.237 -4.494 -4.559
H -2.813 -2.041 -1.882
H -2.001 -4.323 -5.442
H 1.132 -2.123 -3.486
*
```



# 5
Entry from the OMol25 dataset: a structure of composition C23H29F5GaNO2P2 (wB97M-V/def2-TZVPD).

Summary:
Orbital gap ... 6.68 eV

The geometry in ORCA input format:
```
! wB97M-V def2-TZVPD RIJCOSX def2/J DEFGRID3
* xyz 0 1
C -0.529 3.705 -1.855
C -0.693 2.408 -1.295
N 0.211 1.990 -0.330
C 1.182 2.801 0.112
C 1.315 4.101 -0.378
C 0.462 4.544 -1.390
C -1.764 1.578 -1.660
P -2.043 0.022 -0.890
Ga -0.001 -0.031 0.458
P 2.414 0.466 1.042
C 2.158 2.282 1.166
C 0.014 -2.088 0.226
C -1.080 -2.816 0.682
C -1.044 -4.221 0.685
C 0.101 -4.899 0.256
C 1.181 -4.165 -0.239
C 1.119 -2.762 -0.286
O -0.432 1.775 -6.538
O 0.559 -3.188 -4.868
H -1.233 3.999 -2.630
H 2.100 4.726 0.040
H 0.578 5.544 -1.800
C -3.620 0.108 0.028
C -2.282 -1.223 -2.197
H 3.132 2.779 1.042
H 1.795 2.503 2.184
H -1.033 1.031 -6.577
H -2.490 1.987 -2.372
C 3.105 -0.112 2.611
C 3.782 0.339 -0.155
H -1.975 -2.310 1.052
H -1.913 -4.774 1.043
H 0.149 -5.990 0.306
H 2.080 -4.675 -0.593
H 1.950 -2.207 -0.725
H 0.921 -0.063 -0.968
H 0.738 -4.139 -4.866
H 1.307 -2.809 -5.331
H 0.398 1.395 -6.193
H 1.266 -0.474 -1.487
H -4.438 0.350 -0.666
H -3.814 -0.865 0.495
H -3.578 0.870 0.818
H -3.043 -0.840 -2.893
H -1.346 -1.397 -2.744
H -2.619 -2.170 -1.754
H 4.675 0.826 0.266
H 4.021 -0.716 -0.353
H 3.509 0.830 -1.098
H 4.040 0.413 2.856
H 2.382 0.032 3.422
H 3.306 -1.188 2.522
F 0.333 -1.609 3.145
C -0.499 -0.532 3.312
C -0.726 0.353 2.259
C -1.493 1.477 2.565
F -1.733 2.438 1.621
C -2.041 1.699 3.826
F -2.792 2.795 4.057
C -1.820 0.768 4.839
F -2.367 0.953 6.054
C -1.041 -0.358 4.582
F -0.805 -1.264 5.554
*
```



# 6
Entry from the OMol25 dataset: an isolated molecule of C6H8FN (wB97M-V/def2-TZVPD).

Summary:
Orbital gap ... 8.83 eV
Energy above the lowest of the compared OMol25 structures with the same formula, charge and spin ... 5.833 eV

The geometry in ORCA input format:
```
! wB97M-V def2-TZVPD RIJCOSX def2/J DEFGRID3
* xyz 0 1
C -1.529 -1.148 -0.095
C -0.277 -0.384 -0.379
C 0.245 1.279 -0.413
C 0.362 0.445 0.762
C 0.796 -1.044 -1.216
C -0.522 0.639 1.963
N 0.326 2.243 -1.137
F -1.585 -2.218 -0.838
H 1.345 0.034 1.002
H 0.809 -0.670 -2.241
H 0.386 -2.014 -1.516
H 1.808 -1.182 -0.624
H -0.307 -0.130 2.831
H -1.472 0.318 1.587
H -0.432 1.635 2.440
H 0.048 2.197 -2.126
*
```



# 7
Entry from the OMol25 dataset: a structure of composition C42H47BBrN5O5RuS2Si (wB97M-V/def2-TZVPD).

Summary:
Orbital gap (spin up / spin down) ... 6.91 / 6.87 eV
Energy above the lowest of the compared OMol25 structures with the same formula, charge and spin ... 0.000 eV

The geometry in ORCA input format:
```
! wB97M-V def2-TZVPD RIJCOSX def2/J DEFGRID3
* xyz 0 1
Ru -0.975 -0.680 0.717
C 0.503 0.156 5.963
N 0.252 -0.421 4.658
C -0.801 -1.154 4.346
N -1.687 -1.433 5.304
S -0.930 -1.912 2.795
H 1.451 0.687 5.923
H 0.569 -0.626 6.722
H -0.278 0.870 6.235
H 0.889 -0.215 3.903
H -1.735 -0.871 6.140
H -2.540 -1.872 5.001
C 2.471 -4.870 -2.994
C 1.030 -4.435 -3.225
C 0.266 -5.511 -3.968
O 0.440 -4.264 -1.906
B 0.598 -2.938 -1.594
O 0.930 -2.155 -2.656
C 0.915 -3.005 -3.840
C 2.074 -2.595 -4.725
C -0.401 -2.774 -4.559
H 2.469 -5.773 -2.383
H 3.037 -4.100 -2.467
H 2.976 -5.088 -3.937
H 0.452 -6.481 -3.505
H 0.594 -5.561 -5.008
H -0.805 -5.320 -3.947
H 3.016 -2.594 -4.180
H 1.893 -1.589 -5.104
H 2.159 -3.271 -5.579
H -1.240 -3.140 -3.968
H -0.408 -3.287 -5.523
H -0.538 -1.705 -4.718
C 6.604 -6.094 5.971
C 5.690 -5.527 4.914
O 5.623 -5.923 3.786
S 4.677 -4.198 5.559
C 3.697 -3.801 4.135
C 2.468 -4.425 3.950
C 1.689 -4.100 2.854
C 2.136 -3.146 1.938
C 3.377 -2.538 2.121
C 4.154 -2.860 3.221
C 1.320 -2.800 0.818
C 0.602 -2.465 -0.111
H 7.479 -6.525 5.491
H 6.069 -6.878 6.507
H 6.901 -5.333 6.692
H 2.123 -5.157 4.668
H 0.720 -4.559 2.706
H 3.720 -1.815 1.394
H 5.117 -2.390 3.371
Br -5.432 -3.382 -4.692
C -4.366 -2.968 -3.184
C -4.504 -3.713 -2.022
N -3.771 -3.470 -0.944
C -2.880 -2.480 -0.992
C -2.668 -1.675 -2.112
C -3.452 -1.939 -3.232
C -1.686 -0.493 -2.252
O -1.620 0.030 -3.352
O -1.026 -0.090 -1.223
H -5.224 -4.520 -1.965
H -2.325 -2.361 -0.062
H -3.313 -1.331 -4.115
N -4.603 0.595 0.751
N -3.259 0.492 0.244
H -5.094 1.333 0.255
H -4.546 0.892 1.715
H -2.859 1.416 0.100
H -3.338 0.056 -0.663
C -3.380 2.404 5.463
C -3.745 1.413 4.560
C -2.878 1.057 3.532
C -1.648 1.694 3.354
C -1.299 2.682 4.278
C -2.145 3.029 5.327
Si -0.636 1.355 1.779
C -1.141 2.802 0.668
C -2.129 3.733 1.005
C -2.499 4.742 0.120
C -1.885 4.833 -1.121
C -0.906 3.912 -1.477
C -0.541 2.908 -0.593
C 1.192 1.752 2.155
C 1.612 3.065 2.392
C 2.936 3.366 2.692
C 3.883 2.354 2.748
C 3.501 1.046 2.481
C 2.173 0.755 2.178
H -4.050 2.689 6.265
H -4.698 0.906 4.666
H -3.128 0.232 2.878
H -0.349 3.199 4.176
H -1.850 3.802 6.027
H -2.621 3.674 1.970
H -3.265 5.454 0.401
H -2.173 5.614 -1.813
H -0.438 3.966 -2.451
H 0.196 2.173 -0.898
H 0.891 3.874 2.328
H 3.230 4.393 2.871
H 4.916 2.585 2.977
H 4.242 0.257 2.492
H 1.889 -0.263 1.928
*
```



# 8
Entry from the OMol25 dataset: an isolated molecule of C18H14ClN3O3 (wB97M-V/def2-TZVPD).

Summary:
Orbital gap ... 9.09 eV
Energy above the lowest of the compared OMol25 structures with the same formula, charge and spin ... 0.000 eV

The geometry in ORCA input format:
```
! wB97M-V def2-TZVPD RIJCOSX def2/J DEFGRID3
* xyz 0 1
O -0.244 0.031 -1.632
C -0.042 0.849 -0.764
N -0.970 1.209 0.190
C -2.331 0.864 0.135
C -3.274 1.857 0.391
C -4.626 1.596 0.305
C -5.048 0.328 -0.069
Cl -6.735 -0.002 -0.213
C -4.127 -0.674 -0.312
C -2.765 -0.427 -0.184
C -1.854 -1.608 -0.366
O -2.041 -2.459 -1.203
N -0.909 -1.711 0.604
C 0.147 -2.700 0.543
C 1.485 -2.038 0.360
C 2.107 -1.388 1.420
C 3.331 -0.773 1.216
C 3.888 -0.835 -0.052
N 3.300 -1.436 -1.072
C 2.130 -2.014 -0.873
C 1.237 1.549 -0.611
C 2.344 1.526 -1.421
C 3.287 2.385 -0.820
C 2.694 2.867 0.307
O 1.454 2.375 0.446
H -0.756 2.047 0.715
H -2.938 2.850 0.654
H -5.348 2.371 0.509
H -4.444 -1.665 -0.595
H -0.777 -0.946 1.247
H 0.142 -3.290 1.468
H -0.087 -3.347 -0.304
H 1.643 -1.374 2.398
H 3.841 -0.265 2.020
H 4.848 -0.384 -0.264
H 1.680 -2.481 -1.738
H 2.451 0.956 -2.321
H 4.270 2.613 -1.177
H 3.037 3.544 1.065
*
```



Number 1: F_max 3.21 eV Å⁻¹, electronic energy -1341.65361 Eh. Number 2: F_max 3.01 eV Å⁻¹, electronic energy -304.34999 Eh. Number 3: F_max 0.58 eV Å⁻¹, electronic energy -2802.16708 Eh. Number 4: F_max 0.57 eV Å⁻¹, electronic energy -3498.03389 Eh. Number 5: F_max 2.57 eV Å⁻¹, electronic energy -4205.79240 Eh. Number 6: F_max 3.50 eV Å⁻¹, electronic energy -387.82389 Eh. Number 7: F_max 1.16 eV Å⁻¹, electronic energy -6058.34621 Eh. Number 8: F_max 1.33 eV Å⁻¹, electronic energy -1544.53910 Eh.